{
  "formula": "C15H13BrF8O5P2",
  "method": "the ωB97M-V functional and the def2-TZVPD basis",
  "symbols": ["O", "C", "C", "C", "C", "F", "F", "C", "F", "F", "C", "F", "F", "F", "O", "C", "O", "C", "Br", "P", "O", "C", "P", "O", "H", "H", "H", "H", "H", "H", "H", "H", "F", "C", "C", "C", "C", "C", "C", "H", "H", "H", "H", "H"],
  "xyz": [[0.1805, 0.7600, 1.6157], [-0.4191, 1.2755, 0.5422], [-1.3086, 0.4819, -0.5802], [-0.6772, -0.9712, -1.0651], [0.2203, -0.6415, -2.3855], [0.8796, 0.7198, -2.3061], [-0.5963, -0.5358, -3.6576], [1.4181, -1.6818, -2.7585], [0.9806, -3.0761, -3.0536], [1.9781, -1.1850, -4.0760], [2.6949, -1.7692, -1.7642], [2.7739, -3.1240, -1.0977], [2.7941, -0.7652, -0.6916], [3.9529, -1.6999, -2.5979], [0.0334, -1.7862, -0.0184], [-0.2410, -3.2585, -0.1354], [0.4598, -4.2774, 0.3933], [-1.6199, -3.5537, -0.9614], [-1.7311, -4.8440, -2.4525], [-2.7349, -4.3128, 0.4435], [-4.2757, -4.0072, 0.2502], [-2.0306, -1.9470, -1.1928], [-3.4168, -1.5065, -2.4157], [-4.7033, -1.0300, -1.5693], [-0.3552, 2.4618, 0.4269], [-1.4664, 1.2470, -1.4829], [-2.4019, 0.3811, -0.1099], [-2.4342, -5.7099, 0.6967], [-2.3295, -3.5997, 1.6619], [-2.5823, -1.7739, -0.1449], [-3.8737, -2.6181, -3.2486], [-3.1287, -0.4125, -3.3158], [0.7693, 3.8092, 0.7555], [1.3783, 4.1008, 1.9125], [2.3285, 3.2246, 2.4254], [2.9666, 3.5303, 3.6275], [2.6390, 4.7047, 4.3095], [1.6802, 5.5753, 3.7891], [1.0505, 5.2748, 2.5815], [2.5640, 2.3130, 1.8859], [3.7166, 2.8557, 4.0329], [3.1337, 4.9406, 5.2493], [1.4239, 6.4867, 4.3238], [0.3094, 5.9446, 2.1582]],
  "atomic_forces_ev_per_a": [[-3.7, 2.5, -6.7], [2.2, -1.2, 4.4], [0.1, 0.9, 1.0], [-2.6, -0.6, 0.5], [0.4, 1.4, -2.3], [-1.9, -4.3, 0.1], [2.1, -0.5, 4.1], [1.0, -0.8, -3.6], [0.9, 4.6, 1.3], [-1.9, -1.5, 4.2], [4.0, -1.5, 1.9], [-0.5, 4.9, -2.3], [-0.6, -3.4, -4.0], [-4.4, 0.0, 3.1], [-0.2, -2.0, -1.6], [3.0, -4.8, 1.1], [-4.5, 7.7, -3.1], [0.9, 2.4, 1.6], [0.5, 1.0, 0.9], [-4.9, 1.8, 0.4], [4.8, -1.2, 0.1], [-0.1, -1.1, 1.0], [-5.7, 1.6, 2.7], [4.4, -1.4, -2.4], [-0.5, -2.9, 0.0], [0.7, -2.0, 1.7], [2.4, -0.2, -0.9], [0.3, 1.0, -0.6], [0.3, -0.6, -1.1], [1.0, 0.2, -2.4], [1.2, 0.6, 0.6], [0.7, -1.0, 0.4], [0.1, 0.4, -0.5], [0.8, 0.4, 1.5], [0.0, 0.0, -0.2], [-0.3, 0.4, -0.1], [0.0, 0.0, -0.1], [0.2, -0.4, -0.1], [-0.1, -0.1, -0.1], [-0.1, 0.1, 0.1], [-0.2, 0.1, -0.1], [-0.1, 0.0, -0.2], [0.0, -0.2, -0.1], [0.1, -0.1, 0.0]],
  "multiplicity": 1,
  "fmax_ev_per_a": 9.46,
  "smiles": "O=CC[C@@]1(C(F)(F)C(F)(F)C(F)(F)F)OC(=O)[C@@](Br)([PH2]=O)[C@@H]1[PH2]=O.Fc1ccccc1",
  "homo_ev": -9.4609,
  "total_energy_ev": -136353.3944,
  "gap_ev": 8.06
}